18
Properties=species:S:1:pos:R:3:lowdin_charge:R:1 method="wB97M-V/def2-TZVPD" lumo_ev=3.42 e_homo_ev=-3.09 gap_ev=6.51 total_charge=-1
C -2.2575 1.6720 -0.6176 -0.29
C -1.3634 0.6120 -1.3788 -0.10
C -1.8820 3.0084 -1.3149 -0.14
H -3.2073 1.3048 -0.5802 0.04
H -2.0011 1.8026 0.5043 0.12
H -1.8414 0.4790 -2.3943 0.08
H -2.2344 3.1883 -2.2916 0.03
H -2.5486 3.7962 -0.6937 0.10
H -1.1508 -0.4388 -1.0692 0.09
H -0.5616 1.1113 -1.6709 -0.01
H -0.8095 3.2349 -1.1893 0.08
C 0.8128 -1.1401 2.0949 -0.04
C 1.6036 -1.5244 0.8053 -0.94
O 1.4231 -2.5746 0.2858 -0.06
O 2.4403 -0.7842 0.3422 -0.09
H 0.0652 -0.4584 1.7241 0.04
H 1.5152 -0.7613 2.7733 0.03
H 0.3857 -2.1561 2.3295 0.07

---

18
Properties=species:S:1:pos:R:3:lowdin_charge:R:1 method="wB97M-V/def2-TZVPD" lumo_ev=3.35 e_homo_ev=-3.76 gap_ev=7.11 total_charge=-1
C 0.0904 -0.7044 1.7824 -0.31
C 0.2883 0.7611 1.3831 -0.14
C -1.4063 -1.0017 1.8933 -0.14
H 0.5917 -1.3678 1.0843 0.09
H 0.4777 -0.8011 2.8055 0.09
H -0.0526 1.3971 2.1979 0.06
H -1.6869 -1.9642 2.3285 0.06
H -1.8519 -0.3008 2.5965 0.06
H -0.4195 1.0179 0.5923 0.06
H 1.3259 0.9817 1.1624 0.07
H -1.9051 -0.8440 0.9367 0.07
C 0.5401 0.2729 -2.0215 -0.07
C 0.8570 0.5617 -3.5349 -0.81
O 0.1556 -0.0618 -4.3577 -0.12
O 1.7343 1.4360 -3.7363 -0.12
H -0.5395 0.4716 -1.9915 0.06
H 1.1337 0.9144 -1.3807 0.04
H 0.6672 -0.7685 -1.7404 0.05

---

18
Properties=species:S:1:pos:R:3:lowdin_charge:R:1 method="wB97M-V/def2-TZVPD" lumo_ev=3.67 e_homo_ev=-3.77 gap_ev=7.44 total_charge=-1
C -2.3642 -1.1577 1.5780 -0.16
C -0.8190 -1.0427 1.5137 -0.16
H -2.7524 -1.4740 0.6164 0.06
H -2.6104 -1.8888 2.3402 0.04
H -2.6860 -0.1879 1.9656 0.05
H -0.3631 -0.4779 2.3290 0.07
H -0.4192 -0.7248 0.5728 0.01
H -0.3703 -2.0367 1.6719 0.07
C 0.6530 0.6867 -1.3178 -0.20
C 1.2175 2.0889 -1.2183 -0.15
C 1.8023 -0.4385 -1.2955 -0.76
O 2.7360 -0.2238 -0.5015 -0.09
O 1.6173 -1.3882 -2.0809 -0.10
H 0.0348 0.4293 -0.4647 0.04
H 0.0679 0.5464 -2.2311 0.09
H 1.8187 2.1612 -0.3043 0.06
H 0.4545 2.8716 -1.2035 0.05
H 1.9825 2.2569 -1.9700 0.06

---

18
Properties=species:S:1:pos:R:3:lowdin_charge:R:1 method="wB97M-V/def2-TZVPD" lumo_ev=3.93 e_homo_ev=-3.89 gap_ev=7.82 total_charge=-1
C -1.6464 0.2434 -0.3579 -0.31
C -1.1909 1.4530 -1.1855 -0.14
C -1.4029 0.3989 1.1514 -0.13
H -2.6459 -0.0249 -0.7062 0.09
H -0.9454 -0.5849 -0.5688 0.09
H -1.9902 1.7027 -1.8851 0.05
H -0.2964 1.1831 -1.7547 0.06
H -0.8814 1.3703 1.3139 0.07
H -2.3147 0.6208 1.7300 0.05
H -0.9901 2.3709 -0.5710 0.07
H -0.8502 -0.4333 1.6359 0.06
C 2.5509 -1.1464 -0.4017 -0.06
C 1.7883 -1.2472 0.9322 -0.82
O 1.9495 -0.3053 1.7292 -0.10
O 1.0336 -2.2561 1.0571 -0.13
H 2.3485 -2.0662 -0.9512 0.05
H 3.5671 -0.8309 -0.1988 0.05
H 1.9168 -0.4478 -0.9689 0.05

---

18
Properties=species:S:1:pos:R:3:lowdin_charge:R:1 method="wB97M-V/def2-TZVPD" lumo_ev=3.57 e_homo_ev=-3.83 gap_ev=7.40 total_charge=-1
C -0.4924 -1.4032 2.4224 -0.22
C -1.1304 -1.7498 1.1417 -0.20
H 0.3874 -0.7195 2.2686 0.08
H -1.1056 -0.8446 3.1380 0.06
H -0.0545 -2.1796 2.9836 0.03
H -1.4507 -0.8199 0.6434 0.07
H -2.1659 -2.3694 1.2008 0.10
H -0.4713 -2.3656 0.4901 0.07
C 0.5591 1.7941 -1.0288 -0.17
C 1.6395 0.7417 -1.2999 -0.15
C -0.6453 1.4391 -1.9921 -0.72
O -1.6757 2.0804 -1.7867 -0.08
O -0.2877 0.6649 -2.9912 -0.17
H 0.1785 1.6864 -0.0014 0.08
H 0.9442 2.8149 -1.3151 0.11
H 2.5531 1.0847 -1.4886 -0.01
H 1.3657 -0.0966 -2.0117 0.09
H 1.8521 0.2419 -0.3734 0.03

---

18
Properties=species:S:1:pos:R:3:lowdin_charge:R:1 method="wB97M-V/def2-TZVPD" lumo_ev=3.47 e_homo_ev=-3.73 gap_ev=7.20 total_charge=-1
C 1.2789 0.7370 0.1386 -0.31
C 0.0637 1.2129 0.9302 -0.14
C 2.3015 1.8115 -0.3020 -0.11
H 0.8829 0.0554 -0.6203 0.10
H 1.8293 -0.0039 0.7369 0.09
H -0.2044 0.4303 1.6415 0.06
H 0.2381 2.1189 1.5185 0.06
H 3.3408 1.5326 -0.1510 0.05
H 2.0697 2.6878 0.2978 0.05
H -0.8161 1.3326 0.2992 0.06
H 2.2211 1.9341 -1.3823 0.06
C -2.1961 -1.4986 -0.0948 -0.06
C -1.5194 -2.6831 -0.8542 -0.80
O -1.4281 -2.5386 -2.0966 -0.12
O -1.0820 -3.6322 -0.1525 -0.13
H -1.4343 -1.0092 0.5087 0.02
H -3.1082 -1.7221 0.4532 0.05
H -2.4374 -0.7655 -0.8711 0.05

---

18
Properties=species:S:1:pos:R:3:lowdin_charge:R:1 method="wB97M-V/def2-TZVPD" lumo_ev=3.72 e_homo_ev=-2.76 gap_ev=6.48 total_charge=-1
C -0.9747 -0.2368 -0.5819 -0.53
O -1.6629 -1.3466 -0.9397 -0.35
C 0.5514 -0.3955 -0.6058 -0.23
C 1.3565 0.9147 -0.4410 -0.23
C 1.4111 1.4184 0.9733 -0.19
C 2.5045 1.2686 1.7283 -0.04
H -1.3335 0.2478 0.3574 0.08
H -1.1480 0.5466 -1.3779 0.09
H 0.8834 -1.1347 0.1317 0.10
H 0.7623 -0.7802 -1.6059 0.10
H 0.9015 1.6369 -1.1097 0.10
H 2.3730 0.6375 -0.6992 0.09
H 0.4963 1.6617 1.5009 0.09
H 3.3125 0.5519 1.7579 0.04
H 2.4725 1.7620 2.7095 0.03
H -4.0199 -2.9844 -0.3575 0.00
H -3.5352 -1.6012 -0.6998 -0.01
O -4.3507 -2.1665 -0.7407 -0.14

---

18
Properties=species:S:1:pos:R:3:lowdin_charge:R:1 method="wB97M-V/def2-TZVPD" lumo_ev="0.84 / -3.32" spin_multiplicity=2 e_homo_ev="-10.94 / -10.51" s_squared=0.756 gap_ev="11.78 / 7.18"
C -1.7442 1.2979 -0.9678 -0.15
C -2.6859 0.7344 0.1081 -0.17
H -1.9469 0.8224 -1.9208 0.06
H -1.8073 2.3815 -1.0630 0.07
H -0.7464 1.0278 -0.6191 0.03
H -2.6336 1.3083 1.0302 0.06
H -2.3407 -0.2639 0.3694 0.05
H -3.7258 0.6384 -0.2108 0.06
C 1.9375 -0.4655 -0.1020 -0.08
C 1.8393 -1.9818 0.1037 -0.09
C 1.3895 0.4911 1.0898 -0.61
O 1.0587 -0.2040 2.0531 0.18
O 1.4474 1.6702 0.8112 0.12
H 2.9905 -0.2084 -0.1221 0.12
H 1.4747 -0.1280 -1.0221 0.11
H 2.7193 -2.3202 0.6546 0.08
H 1.7975 -2.4743 -0.8689 0.08
H 0.9763 -2.3260 0.6763 0.08

---

Calculated energy relative to the best compared isomer or geometry (same formula, charge and spin), 207.86, 38.27, 51.88, 67.65, 131.87, 61.17, 274.19, 24.18 kJ/mol (same order as the records).
Calculated F_max, 0.1349, 0.0209, 0.0370, 0.0331, 0.0874, 0.0292, 0.0456, 0.0314 hartree/bohr (same order as the records).